[1]
{
  "formula": "C15H27AuNSb",
  "method": "wB97M-V/def2-TZVPD",
  "species": ["Au", "C", "N", "C", "C", "C", "C", "C", "C", "C", "C", "H", "H", "H", "H", "H", "H", "H", "H", "H", "H", "H", "H", "C", "C", "Sb", "C", "C", "C", "C", "H", "H", "H", "H", "H", "H", "H", "H", "H", "H", "H", "H", "H", "H", "H"],
  "positions_angstrom": [[-0.389, -0.026, 0.359], [1.513, 1.598, -2.437], [1.622, 1.252, -1.036], [1.951, 2.425, -0.249], [2.576, 0.176, -0.821], [2.550, -0.375, 0.585], [3.748, -0.793, 1.155], [3.777, -1.334, 2.427], [2.599, -1.467, 3.137], [1.401, -1.068, 2.565], [1.356, -0.523, 1.289], [2.447, 2.020, -2.836], [0.724, 2.340, -2.559], [1.258, 0.714, -3.017], [2.930, 2.848, -0.523], [1.964, 2.168, 0.809], [1.189, 3.184, -0.416], [3.600, 0.505, -1.068], [2.314, -0.636, -1.505], [4.670, -0.694, 0.598], [4.718, -1.639, 2.863], [2.608, -1.891, 4.129], [0.486, -1.191, 3.130], [-4.386, -3.978, -1.171], [-3.322, -3.624, -2.195], [-1.887, -2.201, -1.296], [-3.069, -0.367, -1.514], [-4.033, -0.286, -2.678], [-0.624, -1.892, -3.054], [-1.271, -2.052, -4.413], [-5.088, -4.711, -1.573], [-4.945, -3.090, -0.876], [-3.930, -4.395, -0.275], [-3.773, -3.200, -3.091], [-2.766, -4.516, -2.485], [-2.346, 0.450, -1.574], [-3.616, -0.243, -0.578], [-3.500, -0.278, -3.625], [-4.615, 0.633, -2.625], [-4.731, -1.121, -2.677], [0.225, -2.568, -2.957], [-0.244, -0.879, -2.943], [-1.715, -3.037, -4.540], [-0.526, -1.920, -5.200], [-2.042, -1.302, -4.560]],
  "mulliken_charge": [-0.31, -1.14, 0.31, -1.16, -0.72, 1.30, -0.71, -0.56, -0.52, -0.45, -0.16, 0.35, 0.36, 0.27, 0.35, 0.36, 0.33, 0.29, 0.34, 0.36, 0.38, 0.39, 0.37, -1.21, -0.89, 0.55, -0.93, -1.06, -0.33, -1.02, 0.36, 0.32, 0.32, 0.41, 0.50, 0.45, 0.51, 0.21, 0.39, 0.20, 0.51, -0.14, 0.25, 0.41, 0.19],
  "spin_multiplicity": 1,
  "energy_ha": -1018.33577,
  "homo_lumo_gap_ev": 7.4,
  "de_lowest_kj_mol": 36.1,
  "e_homo_ev": -7.393
}

---

[2]
{
  "formula": "C15H27BBr27N4O4P",
  "method": "wB97M-V/def2-TZVPD",
  "species": ["C", "B", "O", "C", "C", "N", "C", "C", "N", "P", "N", "O", "O", "O", "C", "N", "H", "H", "H", "H", "H", "H", "H", "H", "H", "H", "H", "H", "H", "H", "H", "H", "H", "H", "C", "Br", "Br", "Br", "H", "C", "Br", "Br", "Br", "H", "C", "Br", "Br", "Br", "H", "C", "Br", "Br", "Br", "H", "C", "Br", "Br", "Br", "H", "C", "Br", "Br", "Br", "H", "C", "Br", "Br", "Br", "H", "C", "Br", "Br", "Br", "H", "C", "Br", "Br", "Br", "H"],
  "positions_angstrom": [[1.714, -3.907, 1.350], [1.536, -3.996, -0.215], [2.617, -3.947, -1.040], [0.101, -4.234, -0.845], [-0.876, -3.091, -0.505], [-0.269, -1.737, -0.352], [-1.140, -0.863, 0.487], [-2.626, -1.071, 0.319], [-3.265, -1.716, 1.200], [0.121, -0.984, -1.810], [1.112, -1.715, -2.728], [-1.315, -0.792, -2.504], [0.558, 0.515, -1.397], [0.147, -4.552, -2.225], [-0.988, -5.216, -2.745], [-1.575, -4.514, -3.864], [2.324, -4.758, 1.664], [0.769, -3.991, 1.893], [2.191, -2.992, 1.713], [3.336, -3.435, -0.649], [-0.311, -5.110, -0.313], [-1.662, -3.066, -1.266], [-1.320, -3.332, 0.459], [-0.927, -1.017, 1.549], [-0.931, 0.185, 0.279], [-3.120, -0.670, -0.569], [-4.255, -1.771, 0.963], [1.942, -1.178, -2.939], [-1.165, -0.749, -3.464], [1.253, 0.502, -0.726], [-1.748, -5.356, -1.969], [-0.670, -6.193, -3.117], [-1.534, -3.514, -3.696], [-1.028, -4.683, -4.699], [-0.777, 0.951, 4.930], [-0.097, 2.678, 4.433], [-1.819, 1.036, 6.543], [-1.738, 0.126, 3.487], [0.077, 0.322, 5.139], [-0.817, -0.438, -6.765], [-1.142, 0.945, -5.459], [0.869, -1.297, -6.477], [-2.265, -1.701, -6.792], [-0.786, 0.046, -7.730], [6.791, -3.266, -0.548], [5.457, -2.053, 0.131], [6.209, -5.088, -0.398], [7.297, -2.820, -2.344], [7.666, -3.150, 0.074], [-3.085, 3.073, -8.764], [-2.336, 1.528, -9.635], [-1.786, 3.991, -7.690], [-3.913, 4.250, -10.035], [-3.861, 2.719, -8.099], [3.187, -0.481, 4.313], [2.492, -0.305, 2.527], [4.368, -1.988, 4.451], [4.010, 1.145, 4.914], [2.345, -0.675, 4.963], [-0.812, 6.902, 5.848], [-2.643, 6.480, 6.239], [0.395, 6.088, 7.099], [-0.358, 6.442, 4.037], [-0.700, 7.974, 5.940], [-0.445, 11.095, 4.352], [-2.208, 10.623, 4.954], [0.913, 10.288, 5.456], [-0.196, 10.651, 2.503], [-0.335, 12.165, 4.456], [-2.558, 8.335, -0.521], [-1.636, 7.831, 1.087], [-4.175, 9.296, -0.127], [-1.413, 9.334, -1.702], [-2.839, 7.429, -1.038], [0.628, -7.527, 3.669], [0.149, -7.422, 1.809], [1.805, -9.007, 4.011], [1.373, -5.872, 4.296], [-0.280, -7.704, 4.226]],
  "mulliken_charge": [-0.56, 0.86, -0.55, -0.11, -1.12, 0.69, -0.90, 0.03, -0.52, 0.70, -0.57, -0.44, -0.56, -0.33, -0.58, -0.60, 0.31, 0.22, -0.07, 0.00, -0.02, 0.41, 0.54, 0.16, 0.55, 0.48, 0.25, 0.21, 0.02, 0.30, 0.39, 0.34, 0.22, 0.29, 0.13, 0.06, -0.04, 0.07, -0.20, -0.11, 0.02, 0.02, 0.01, 0.08, -0.36, 0.01, -0.02, -0.02, 0.36, -0.29, -0.01, -0.02, -0.04, 0.36, -0.30, 0.05, -0.04, -0.02, 0.26, 0.02, 0.00, -0.01, 0.03, -0.06, -0.32, -0.01, -0.03, 0.03, 0.34, -0.36, 0.08, -0.01, -0.02, 0.33, -0.35, 0.00, -0.03, -0.03, 0.39],
  "spin_multiplicity": 1,
  "energy_ha": -70972.30432,
  "homo_lumo_gap_ev": 8.4,
  "e_homo_ev": -8.689
}

---

[3]
{
  "formula": "C15H27ClN6O",
  "method": "wB97M-V/def2-TZVPD",
  "species": ["C", "C", "C", "N", "C", "C", "C", "C", "N", "C", "Cl", "N", "C", "N", "C", "C", "N", "C", "C", "O", "C", "C", "N", "H", "H", "H", "H", "H", "H", "H", "H", "H", "H", "H", "H", "H", "H", "H", "H", "H", "H", "H", "H", "H", "H", "H", "H", "H", "H", "H"],
  "positions_angstrom": [[-6.054, -1.447, 1.521], [-4.848, -0.550, 1.274], [-4.780, -0.120, -0.194], [-3.649, 0.732, -0.491], [-3.851, 2.149, -0.685], [-4.119, 2.906, 0.620], [-2.941, 2.813, 1.581], [-2.428, 0.198, -0.585], [-2.325, -1.135, -0.393], [-1.110, -1.603, -0.507], [-0.928, -3.286, -0.259], [-0.012, -0.940, -0.779], [-0.211, 0.377, -0.964], [0.846, 1.132, -1.299], [2.202, 0.650, -1.269], [2.846, 0.851, 0.111], [4.174, 0.272, 0.159], [5.187, 1.124, -0.439], [6.521, 0.378, -0.458], [6.919, 0.002, 0.839], [5.933, -0.808, 1.436], [4.586, -0.088, 1.505], [-1.388, 0.987, -0.871], [-6.978, -0.925, 1.281], [-6.093, -1.752, 2.564], [-5.994, -2.340, 0.905], [-3.933, -1.092, 1.513], [-4.906, 0.329, 1.918], [-4.702, -1.019, -0.812], [-5.688, 0.423, -0.468], [-2.944, 2.537, -1.151], [-4.695, 2.288, -1.370], [-5.018, 2.510, 1.095], [-4.309, 3.952, 0.370], [-3.151, 3.361, 2.497], [-2.047, 3.228, 1.122], [-2.739, 1.776, 1.837], [0.681, 2.127, -1.316], [2.181, -0.417, -1.491], [2.769, 1.173, -2.043], [2.853, 1.926, 0.369], [2.220, 0.332, 0.841], [4.899, 1.368, -1.462], [5.306, 2.065, 0.130], [7.315, 1.015, -0.851], [6.419, -0.516, -1.091], [6.297, -1.045, 2.437], [5.813, -1.736, 0.858], [3.841, -0.759, 1.937], [4.685, 0.802, 2.152]],
  "mulliken_charge": [-1.46, 0.10, -1.18, 0.23, -0.98, -0.34, -1.18, 0.80, -0.52, 0.17, -0.18, -0.49, 0.43, -0.14, -0.82, -0.53, 0.09, -0.44, -0.75, -0.38, -0.65, -0.57, -0.39, 0.35, 0.39, 0.35, 0.26, 0.18, 0.46, 0.45, 0.46, 0.31, 0.28, 0.43, 0.40, 0.32, 0.23, 0.27, 0.32, 0.33, 0.22, 0.37, 0.31, 0.34, 0.36, 0.35, 0.36, 0.35, 0.41, 0.32],
  "spin_multiplicity": 1,
  "energy_ha": -1451.77860,
  "homo_lumo_gap_ev": 9.6,
  "de_lowest_kj_mol": 0.0,
  "e_homo_ev": -8.795,
  "smiles": "CCCN(CCC)c1nc(Cl)nc(NCCN2CCOCC2)n1"
}

---

[4]
{
  "formula": "C15H27N3O3",
  "method": "wB97M-V/def2-TZVPD",
  "species": ["C", "C", "C", "C", "C", "C", "C", "N", "C", "C", "N", "C", "O", "C", "N", "C", "C", "C", "O", "C", "O", "H", "H", "H", "H", "H", "H", "H", "H", "H", "H", "H", "H", "H", "H", "H", "H", "H", "H", "H", "H", "H", "H", "H", "H", "H", "H", "H"],
  "positions_angstrom": [[2.425, -1.382, 1.311], [1.320, -2.265, 0.704], [1.675, -2.350, -0.825], [0.617, -3.105, -1.583], [-0.714, -2.366, -1.464], [-1.156, -2.245, 0.026], [-2.427, -1.381, 0.071], [-0.060, -1.696, 0.874], [-0.456, -1.436, 2.285], [-0.718, 0.042, 2.587], [0.262, 0.979, 2.007], [0.111, 2.335, 1.999], [-0.704, 2.912, 2.728], [0.905, 3.199, 1.003], [0.394, 3.084, -0.397], [-0.889, 3.592, -0.738], [-1.332, 2.829, -1.982], [-0.252, 1.844, -2.316], [0.270, 2.088, -3.634], [0.806, 2.125, -1.275], [1.890, 1.538, -1.179], [2.279, -1.264, 2.390], [2.444, -0.421, 0.790], [3.408, -1.805, 1.201], [1.342, -3.314, 1.158], [1.738, -1.332, -1.235], [2.622, -2.873, -0.917], [0.905, -3.131, -2.639], [0.503, -4.143, -1.204], [-0.611, -1.357, -1.879], [-1.495, -2.861, -2.048], [-1.390, -3.257, 0.381], [-2.932, -1.406, 1.048], [-2.176, -0.352, -0.185], [-3.166, -1.736, -0.659], [-1.344, -2.019, 2.552], [0.353, -1.797, 2.914], [-1.692, 0.333, 2.150], [-0.705, 0.199, 3.666], [0.836, 0.588, 1.279], [1.948, 2.942, 1.039], [0.799, 4.227, 1.314], [-0.783, 4.694, -0.884], [-1.591, 3.433, 0.087], [-2.279, 2.269, -1.820], [-1.535, 3.508, -2.808], [-0.603, 0.840, -2.181], [1.154, 1.696, -3.711]],
  "mulliken_charge": [-1.42, 0.10, -0.63, -0.93, -0.31, 0.11, -1.50, 1.07, -1.33, -0.52, 0.14, 0.67, -0.65, -1.03, 0.12, -0.46, -1.09, 1.53, -0.63, 0.30, -0.73, 0.34, 0.34, 0.49, 0.19, 0.10, 0.38, 0.44, 0.33, -0.21, 0.41, 0.23, 0.36, 0.22, 0.47, 0.38, 0.51, 0.23, 0.42, -0.13, 0.43, 0.39, 0.33, 0.25, 0.34, 0.32, -0.71, 0.36],
  "spin_multiplicity": 1,
  "energy_ha": -977.77336,
  "homo_lumo_gap_ev": 9.4,
  "de_lowest_kj_mol": 206.6,
  "e_homo_ev": -8.597,
  "smiles": "C[C@@H]1CCC[C@H](C)N1CCNC(=O)CN1CC[C@@H](O)C1=O"
}